(1)
76
Properties=species:S:1:pos:R:3:forces:R:3 method="wB97M-V/def2-TZVPD" homo_energy_ev="-11.94 / -12.88" orbital_gap_ev="5.52 / 6.19" multiplicity=4 s_squared=3.7964 charge=+2 e_above_lowest_kj_mol=0.0
Re 10.9187 -11.6961 -13.5005 1.658 0.962 -5.530
O 15.0131 -10.9213 -12.9988 0.174 0.197 0.045
C 13.7451 -10.7754 -12.6988 -0.383 -2.810 -1.058
O 12.9009 -11.5972 -13.1912 2.676 1.769 1.460
C 13.4264 -9.6837 -11.7294 -1.433 0.695 -0.203
O 12.0389 -9.7331 -11.4060 0.705 0.678 -0.168
C 11.3728 -8.5185 -11.7860 -1.102 -0.857 -1.265
C 10.6814 -8.6152 -13.2606 0.584 0.932 2.145
O 10.0721 -7.6329 -13.6285 0.540 -1.368 -0.251
O 10.8845 -9.7493 -13.9089 -0.387 1.037 -0.113
H 15.3024 -11.6549 -13.6059 -1.003 0.692 0.668
H 14.0409 -9.6536 -10.8260 0.172 -0.527 -0.186
H 13.5879 -8.7296 -12.2376 0.592 -0.092 -0.196
H 10.5842 -8.3208 -11.0501 0.178 -0.056 -0.266
H 12.0594 -7.6749 -11.8143 -0.079 0.115 0.077
N 11.0652 -15.5678 -15.1805 0.781 2.118 -0.010
C 10.7176 -16.5638 -14.2459 -0.404 -1.194 1.919
C 10.3276 -17.8473 -14.6396 0.075 0.443 -0.911
C 9.8282 -18.7911 -13.7484 -0.196 0.099 0.606
C 9.7642 -18.4672 -12.3857 0.158 -0.183 0.000
C 10.2561 -17.2454 -11.9259 0.136 0.050 -0.842
C 10.7172 -16.3017 -12.8513 -0.684 -0.973 -1.348
S 11.1129 -14.7690 -12.1989 0.696 1.566 0.219
N 11.2161 -13.7478 -13.6170 -0.332 -1.462 -2.300
C 11.2613 -14.2410 -14.8700 -0.196 -0.733 1.810
C 11.5044 -13.2610 -15.9650 0.065 1.065 -1.436
C 11.6323 -13.6258 -17.3253 -0.345 -0.761 0.764
C 11.7331 -12.6582 -18.3216 -0.018 0.217 0.560
C 11.7398 -11.3161 -17.9268 0.140 -0.346 -0.828
C 11.6516 -10.9973 -16.5980 0.394 -0.544 1.413
N 11.5528 -11.9342 -15.6202 -0.308 -1.071 -0.568
H 11.1686 -15.7943 -16.1600 -0.125 -0.373 0.349
H 10.3879 -18.0944 -15.7047 -0.117 0.032 0.313
H 9.4525 -19.7567 -14.1186 0.324 0.580 0.233
H 9.3427 -19.1491 -11.6454 0.186 0.018 -0.383
H 10.2969 -17.0056 -10.8629 -0.204 -0.082 -0.243
H 11.6081 -14.7016 -17.5770 0.104 0.863 -0.146
H 11.8003 -12.9320 -19.3714 0.031 -0.002 0.237
H 11.8490 -10.5154 -18.6529 -0.082 -0.172 0.078
H 11.7341 -9.9828 -16.2288 -0.233 0.031 -0.094
N 10.1828 -11.9686 -11.9578 -2.298 -0.262 5.595
C 9.3107 -12.2541 -11.0514 -0.609 -0.177 0.102
C 9.7371 -12.5941 -9.6926 -0.095 -0.980 0.298
C 11.0047 -12.2741 -9.1220 -0.544 -0.277 -0.112
C 11.3595 -12.8614 -7.9122 -0.059 -0.012 0.212
C 10.4896 -13.7659 -7.2778 0.623 0.188 0.124
C 9.2789 -14.1091 -7.8554 0.192 0.033 0.115
C 8.8857 -13.5375 -9.0583 0.300 0.590 0.491
C 7.8099 -12.3631 -11.3682 -0.155 0.572 -0.023
C 7.2910 -13.3019 -12.2683 -0.304 0.239 -0.508
C 5.9435 -13.2456 -12.6792 0.510 -0.173 -0.146
C 5.1149 -12.2285 -12.2269 0.052 -0.231 0.110
C 5.5864 -11.3598 -11.2472 0.133 0.099 0.373
C 6.9033 -11.4452 -10.7791 0.172 0.015 0.016
H 11.6815 -11.5705 -9.6162 -0.378 -0.242 0.073
H 12.3111 -12.6353 -7.4131 -0.434 0.030 -0.406
H 10.7859 -14.2011 -6.3111 -0.191 0.207 -0.576
H 8.6733 -14.8271 -7.3284 -0.340 -0.073 -0.113
H 7.9019 -13.7727 -9.4723 0.507 0.012 0.055
H 7.9193 -14.0685 -12.7215 0.077 0.181 0.238
H 5.5443 -13.9924 -13.3820 0.341 0.372 0.371
H 4.0936 -12.1646 -12.6008 0.215 0.053 0.203
H 4.9028 -10.6276 -10.8133 0.284 -0.158 -0.098
H 7.2130 -10.7881 -9.9427 -0.032 -0.397 -0.730
C 7.4156 -9.5264 -13.8282 0.075 0.173 -0.757
N 7.5351 -10.3083 -15.1006 0.676 -0.425 -0.606
C 6.7361 -9.8294 -16.2372 -0.129 0.517 0.001
C 8.3843 -11.2998 -15.2803 -0.101 0.052 2.386
O 9.0562 -11.7579 -14.2781 -1.054 0.177 -1.281
H 6.3613 -9.2264 -13.7582 0.371 -0.131 0.123
H 8.0556 -8.6311 -13.9203 -0.352 -0.342 -0.006
H 7.7195 -10.0946 -12.9477 -0.125 -0.195 -0.379
H 6.9510 -8.7626 -16.4270 -0.033 -0.465 0.178
H 5.6736 -9.9268 -15.9909 0.196 -0.030 -0.104
H 6.9629 -10.3871 -17.1510 -0.026 -0.015 0.311
H 8.4342 -11.8570 -16.2219 -0.200 0.519 -0.083

(2)
83
Properties=species:S:1:pos:R:3:forces:R:3 method="wB97M-V/def2-TZVPD" homo_energy_ev="-12.40 / -12.46" orbital_gap_ev="3.95 / 4.36" multiplicity=1 charge=+2
Re 0.6554 -0.1706 0.3831 0.158 0.642 1.852
O 3.3249 1.2931 2.3553 0.490 -1.342 -1.122
S 3.6358 0.0009 1.7470 1.825 -0.015 1.866
O 4.3584 -0.9660 2.5449 -0.959 1.126 -1.140
O 2.3277 -0.6835 1.2568 -0.412 -0.179 -1.139
C 4.5418 0.2620 0.2351 0.078 0.306 -0.209
C 5.8940 0.6023 0.4279 -0.309 -0.235 -0.091
C 6.7247 0.7396 -0.6879 0.069 -0.013 0.359
C 6.2125 0.5155 -1.9610 -0.239 -0.245 -0.315
C 4.8661 0.1806 -2.1384 -0.171 0.041 -0.484
C 3.9841 0.1078 -1.0543 0.599 0.304 1.276
P 2.2391 -0.2454 -1.4227 0.935 -0.759 -1.182
C 1.7366 0.8321 -2.7450 -0.912 0.597 -0.296
C 2.5039 1.8941 -3.2648 -0.614 -0.087 0.188
C 1.9681 2.6502 -4.3147 0.454 0.170 -0.037
C 0.6947 2.3959 -4.8385 0.232 -0.228 0.176
C -0.0784 1.3667 -4.2860 -0.205 0.055 0.364
C 0.4192 0.6105 -3.2178 0.242 0.062 -0.555
C 2.4176 -1.9345 -2.1076 -0.272 -0.403 0.055
C 1.9360 -2.2791 -3.3832 0.178 -0.347 0.093
C 2.0145 -3.6246 -3.7961 0.022 0.167 -0.054
C 2.5740 -4.6063 -2.9731 -0.106 0.198 0.184
C 3.0681 -4.2449 -1.7075 -0.073 -0.055 0.048
C 3.0100 -2.9194 -1.2764 -0.223 0.168 -0.153
H 6.2893 0.7245 1.4478 -0.231 -0.109 -0.585
H 7.7873 0.9759 -0.5441 -0.570 -0.050 -0.106
H 6.8562 0.5731 -2.8457 -0.234 -0.013 0.438
H 4.4767 -0.0245 -3.1499 0.357 0.170 0.556
H 3.4627 2.1640 -2.8053 -0.419 -0.175 -0.448
H 2.5990 3.4498 -4.7278 -0.492 -0.322 0.168
H 0.3092 2.9993 -5.6706 0.194 -0.311 0.448
H -1.0994 1.1805 -4.6476 0.577 0.082 0.122
H -0.2015 -0.2017 -2.8018 0.385 0.516 -0.214
H 1.5382 -1.5193 -4.0756 0.154 -0.498 0.509
H 1.6200 -3.9034 -4.7774 0.233 0.137 0.302
H 2.6272 -5.6574 -3.3035 -0.052 0.710 0.170
H 3.4648 -5.0222 -1.0406 -0.018 0.461 -0.354
H 3.4140 -2.6383 -0.2888 -0.262 -0.237 -0.560
S 2.0059 3.3057 4.1113 1.077 -0.944 -0.906
As 0.9110 1.6669 2.9969 0.196 2.853 2.566
S 0.8850 -0.2587 3.7848 -0.407 -0.051 -0.921
S 0.9504 2.0710 0.7829 0.006 -1.141 -0.030
S -0.0578 3.3571 4.1340 -0.981 -0.689 -0.766
C -7.2447 4.6355 2.6010 -0.714 0.275 -0.263
C -6.0449 3.7372 2.7197 0.602 -0.049 0.468
C -6.1680 2.4662 3.3196 -0.233 0.454 -0.204
C -5.0710 1.6374 3.4532 0.298 -0.407 -0.102
C -3.8279 2.0701 2.9729 0.369 -0.268 0.142
C -3.6520 3.3353 2.4045 0.024 -0.297 -0.044
C -4.7666 4.1630 2.3000 -0.328 0.105 -0.251
S -2.4034 1.0202 3.2724 -1.971 -0.380 2.097
O -1.4260 1.2352 2.2481 0.434 0.072 -1.588
O -1.9689 1.2164 4.6257 -0.705 -0.457 -0.539
N -2.9120 -0.5369 3.0756 0.015 0.885 0.553
C -3.0099 -1.1824 1.7689 0.098 -0.557 0.098
C -3.3791 -0.2373 0.5935 -0.694 -0.455 -0.011
C -2.2974 0.6672 0.0281 -0.826 2.056 -0.255
O -2.3887 1.8256 -0.3060 0.691 -3.105 0.394
O -1.0922 -0.1041 -0.1720 0.290 0.618 -0.093
H -8.1731 4.0376 2.7432 0.584 0.512 -0.162
H -7.2844 5.1254 1.6002 0.009 -0.382 0.693
H -7.2617 5.4546 3.3565 0.203 -0.623 -0.421
H -7.1439 2.1291 3.6859 0.378 0.170 -0.193
H -5.2002 0.6347 3.8952 0.141 0.686 -0.200
H -2.6696 3.6408 2.0144 -0.537 -0.099 0.297
H -4.6510 5.1578 1.8436 -0.101 -0.532 0.260
H -3.4416 -0.8904 3.8703 0.231 0.015 -0.389
H -3.7655 -2.0008 1.8540 0.331 0.872 -0.125
H -2.0612 -1.7223 1.6140 -0.195 0.311 -0.381
H -4.2530 0.3830 0.8677 0.551 -0.124 -0.135
H -3.7455 -0.8952 -0.2255 0.412 0.431 0.220
C -1.1204 -2.8161 -1.6730 -0.894 0.178 -0.525
C -0.3324 -3.1736 -0.4812 1.314 -0.124 0.885
N 0.3134 -2.3345 0.3746 0.100 -1.961 0.100
C 0.9546 -3.1717 1.3497 -0.758 0.186 -0.975
C 0.6992 -4.4757 1.0382 -0.216 0.308 -0.524
N -0.1046 -4.4680 -0.1370 0.640 1.239 1.371
H -1.3140 -1.7260 -1.6874 0.155 -0.818 -0.177
H -2.1063 -3.3380 -1.6323 0.635 0.386 -0.078
H -0.6104 -3.1491 -2.6004 -0.226 0.310 0.506
H 1.5177 -2.7025 2.1634 -0.295 -0.546 -0.441
H 1.0318 -5.3947 1.5309 -0.316 0.499 -0.352
H -0.4916 -5.2726 -0.6246 0.198 0.297 0.269

(3)
77
Properties=species:S:1:pos:R:3:forces:R:3 method="wB97M-V/def2-TZVPD" homo_energy_ev="-1.01 / -1.56" orbital_gap_ev="5.02 / 5.48" multiplicity=3 s_squared=2.0490 charge=-2 e_above_lowest_kj_mol=44.2
Ti 0.0954 0.7836 0.4503 -0.630 1.165 -1.502
Br -8.8933 1.0948 0.4768 -0.005 0.008 -0.008
C -7.7853 -0.1676 1.3826 -0.025 -0.001 0.003
C -8.0712 -1.5230 1.2816 0.023 -0.021 0.009
C -7.2762 -2.4331 1.9470 -0.035 0.011 -0.051
C -6.1656 -2.0340 2.7238 0.033 -0.104 0.104
C -5.9066 -0.6469 2.7960 -0.030 0.053 -0.022
C -6.7110 0.2701 2.1380 0.076 -0.054 0.023
N -5.5116 -3.0328 3.4073 0.120 0.131 -0.099
N -4.3343 -2.8326 3.9800 -0.062 -0.054 -0.056
C -3.3359 -2.0533 3.4541 0.036 -0.014 0.069
C -2.3898 -1.5647 4.3671 -0.051 0.050 -0.044
C -1.3123 -0.7558 3.9977 -0.036 -0.025 0.100
C -1.1060 -0.4325 2.6779 0.201 0.082 0.017
O -0.0826 0.3192 2.2174 -0.294 -0.784 0.886
C -1.9628 -0.9765 1.7095 -0.078 -0.179 -0.124
N -1.6134 -0.6924 0.4160 0.062 -0.064 0.291
C -2.3181 -1.2156 -0.5600 0.012 -0.010 -0.076
C -3.3868 -2.0892 -0.3212 0.020 0.025 0.006
C -3.7547 -2.3754 0.9730 -0.016 -0.012 -0.009
C -3.0651 -1.7960 2.0529 -0.034 -0.070 -0.017
H -8.9111 -1.8579 0.6861 -0.004 -0.003 0.006
H -7.4914 -3.4937 1.8902 -0.006 0.004 0.012
H -5.0743 -0.2845 3.3817 0.016 0.012 0.008
H -6.4851 1.3265 2.2027 -0.008 0.003 0.004
H -2.5522 -1.8119 5.4086 0.007 0.010 0.005
H -0.6269 -0.3695 4.7430 -0.019 -0.007 0.012
H -2.0227 -0.9205 -1.5605 -0.013 -0.004 -0.005
H -3.9225 -2.5166 -1.1577 0.005 0.005 -0.004
H -4.5682 -3.0593 1.1640 -0.026 0.000 0.038
Se 1.2464 2.8228 1.5598 0.445 0.483 0.656
Se 1.1955 4.9383 0.8320 -0.111 -0.092 -0.189
Se -1.8508 2.3691 0.0789 -0.062 0.153 -0.091
Se -0.6606 1.6201 -1.8074 -0.071 -0.162 0.082
C 1.2417 -3.0328 1.4557 -0.029 0.055 0.017
O 0.6726 -2.4758 0.2834 0.011 -0.225 -0.091
H 1.2461 -4.1278 1.4310 -0.001 -0.007 -0.004
H 0.7166 -2.6965 2.3555 0.006 0.005 0.008
H 2.2749 -2.6881 1.4975 -0.003 0.003 -0.004
H -0.2349 -2.7836 0.1917 -0.015 0.068 0.129
C 5.4732 1.2949 -1.8820 -0.011 0.006 -0.015
C 3.9792 1.5028 -1.5985 0.040 0.051 0.005
C 3.6989 2.9834 -1.3264 -0.028 0.005 -0.020
C 3.1898 1.0761 -2.8447 -0.005 0.028 -0.021
Si 3.3831 0.4039 -0.1785 -0.146 -0.329 -0.159
O 1.7617 0.2918 -0.1281 0.813 -0.265 0.024
C 4.0949 0.7944 1.5146 0.004 0.045 0.076
C 5.2171 1.5839 1.7602 -0.022 0.012 0.053
C 5.7209 1.7425 3.0466 -0.017 -0.007 -0.015
C 5.1083 1.1057 4.1151 -0.006 -0.016 -0.011
C 3.9840 0.3198 3.8932 0.013 0.017 0.004
C 3.4861 0.1693 2.6091 -0.002 0.019 -0.006
C 4.0359 -1.3376 -0.5485 -0.009 -0.060 -0.030
C 5.2737 -1.7846 -0.0760 -0.040 -0.001 -0.014
C 5.7570 -3.0487 -0.3908 -0.008 0.013 0.001
C 5.0017 -3.9001 -1.1864 -0.006 0.012 0.002
C 3.7648 -3.4813 -1.6584 0.016 0.009 0.001
C 3.2907 -2.2146 -1.3423 0.017 0.020 0.024
H 5.7699 1.9266 -2.7289 0.002 -0.010 0.006
H 5.6957 0.2574 -2.1426 -0.010 0.002 -0.003
H 6.1078 1.5649 -1.0352 0.002 0.015 -0.001
H 4.0752 3.5884 -2.1623 -0.007 -0.002 0.013
H 4.1708 3.3420 -0.4085 0.010 -0.004 -0.010
H 2.6293 3.1762 -1.2302 -0.005 -0.008 -0.001
H 3.5018 1.6878 -3.7011 -0.004 -0.010 0.007
H 2.1176 1.2198 -2.6995 0.000 0.006 0.002
H 3.3682 0.0277 -3.1003 0.010 0.004 0.000
H 5.6993 2.1094 0.9457 0.007 0.002 -0.007
H 6.5849 2.3752 3.2140 0.003 -0.003 -0.002
H 5.4962 1.2311 5.1192 -0.005 0.008 0.001
H 3.4844 -0.1620 4.7251 -0.005 0.001 -0.003
H 2.5839 -0.4148 2.4565 0.009 0.003 0.000
H 5.8660 -1.1357 0.5620 0.000 -0.002 -0.005
H 6.7185 -3.3733 -0.0092 -0.002 0.004 0.005
H 5.3713 -4.8899 -1.4291 0.001 0.001 0.002
H 3.1634 -4.1472 -2.2664 -0.010 0.004 0.003
H 2.3100 -1.9085 -1.6847 -0.006 -0.005 0.003